# 1
The following is a DFT calculation (ωB97M-V/def2-TZVPD) of C25H31BBr2Cl2CsF6N2NaO11S as an isolated structure at a distorted geometry.

Structure (XYZ):
```
83
Properties=species:S:1:pos:R:3:forces:R:3
C 0.1999 -3.3460 0.3840 -0.79 0.18 -1.48
C -1.2569 -2.8474 -0.0943 -1.55 -1.49 1.18
N -2.2885 -3.5544 0.3957 1.90 1.97 -0.79
C -1.5311 -1.6426 -1.1125 0.18 -1.04 -0.17
B -1.1012 -0.1772 -0.5569 -0.02 0.34 0.81
C -1.6209 0.5084 0.8257 -4.86 -1.44 0.06
Br -0.3873 1.4294 2.1221 -1.43 -7.86 -4.58
C -3.0306 0.5271 1.1963 3.59 -0.50 -1.45
C -4.2104 -0.0942 0.3143 -0.63 1.17 0.84
Br -3.5920 1.4320 2.9098 0.23 -0.69 -1.30
C -0.0905 0.7182 -1.4706 0.02 0.10 -0.50
F -0.5097 0.5176 -2.8598 1.03 0.63 2.40
F -0.3570 2.1151 -1.1804 0.86 -2.02 -0.72
C 1.4438 0.3420 -1.3260 4.31 -0.32 -0.79
C 2.3514 0.3585 -2.6293 1.94 -0.70 2.90
C 3.8989 0.0428 -2.5666 -1.91 -0.20 2.92
C 4.6324 -0.3191 -1.2063 -4.96 1.14 -0.09
C 3.6956 -0.3283 0.0656 -0.37 0.54 -2.51
C 4.2955 -0.6303 1.5347 -0.74 -1.70 0.45
F 4.0454 0.5964 2.3078 0.46 -1.19 -0.85
F 3.5719 -1.6588 2.1820 1.06 5.12 -4.27
F 5.7101 -0.7956 1.5325 -3.84 0.74 -0.40
C 2.1580 -0.0129 -0.0028 1.54 0.10 -2.56
H 0.1006 -4.1245 1.2171 0.22 1.57 -1.01
H 0.8842 -2.4648 0.6325 -0.90 -1.47 0.03
H 0.6450 -3.9170 -0.5262 -0.62 1.09 1.39
H -3.1850 -3.2002 0.0224 0.55 -0.14 -0.02
H -2.6572 -1.6170 -1.4024 1.82 -0.21 0.56
H -0.9707 -1.8858 -2.0881 -0.70 0.50 1.44
H -4.1503 -1.2230 0.1520 0.27 1.73 0.24
H -5.2218 0.0979 0.8515 1.79 -0.32 -0.83
H -4.2615 0.5090 -0.6621 0.17 -1.19 1.27
H 1.8911 0.6310 -3.6417 0.75 -0.51 1.79
H 4.5165 0.0619 -3.5388 -1.22 0.02 1.75
H 5.7580 -0.5313 -1.1468 -2.07 0.29 -0.01
H 1.5767 -0.0553 0.9787 1.03 -0.09 -1.49
Cl 5.0328 -2.6887 3.5581 2.67 -1.64 2.19
C -2.2794 -1.2208 6.4071 -0.23 -0.14 0.09
C -1.3440 -1.8600 5.3993 0.34 0.65 0.10
O -1.4543 -1.2018 4.1438 -0.43 -0.15 -0.16
H -3.3146 -1.2722 6.0574 0.03 -0.02 0.04
H -2.2092 -1.7204 7.3766 0.00 0.09 0.00
H -2.0398 -0.1615 6.5390 0.08 -0.07 0.06
H -1.6004 -2.9130 5.2541 0.10 0.03 -0.11
H -0.3052 -1.8016 5.7368 -0.01 -0.32 -0.05
H -1.2180 -0.2743 4.2795 0.06 -0.32 -0.14
O 2.8034 2.9097 1.5543 0.50 0.13 -0.80
H 3.4674 2.2028 1.7848 0.11 -0.72 0.14
H 3.2512 3.7461 1.2563 -0.01 0.03 0.00
H 2.1741 3.0823 2.3135 0.59 -0.13 0.14
F 2.0009 -2.6689 3.5109 -1.62 -0.11 0.02
Na -2.6453 -4.3437 2.6923 0.48 0.44 -0.51
Cs -0.0657 3.5994 3.1979 0.21 8.32 4.54
C 7.5632 3.5795 -1.3222 0.24 0.05 0.48
C 6.3058 3.1174 -0.6000 0.07 -0.58 -0.35
O 5.4555 4.2645 -0.5661 0.35 0.30 -0.09
S 5.7158 5.1583 -1.8989 -0.37 1.08 -0.46
O 4.7100 4.8274 -2.8644 0.89 0.26 0.72
O 5.9938 6.5000 -1.4921 -0.33 -1.36 -0.28
O 7.1076 4.4535 -2.3557 -0.71 -0.19 0.22
H 8.2140 4.1518 -0.6546 -0.02 -0.08 0.01
H 8.1238 2.7460 -1.7480 -0.14 0.16 -0.15
H 6.5127 2.7609 0.4099 -0.11 0.21 -0.01
H 5.7925 2.3325 -1.1642 0.08 -0.02 0.05
C -6.7508 -2.8345 -4.2378 -0.78 -0.47 0.25
C -7.3332 -4.0608 -3.9186 0.27 0.18 0.68
C -7.3121 -4.5245 -2.6070 -0.11 -0.23 -0.13
C -6.7075 -3.7490 -1.6167 -0.01 0.11 -0.34
C -6.1157 -2.5235 -1.9309 0.09 0.15 -0.18
C -6.1396 -2.0702 -3.2461 -0.08 -0.33 0.40
N -6.7063 -4.2217 -0.2328 -0.15 -0.19 -0.24
O -7.2198 -5.3105 -0.0004 0.38 0.64 0.17
O -6.1954 -3.5026 0.6251 -0.06 -0.41 -0.14
H -6.7733 -2.4657 -5.2787 0.00 -0.15 0.70
H -7.8069 -4.6536 -4.6951 0.05 0.06 0.10
H -7.7695 -5.4805 -2.3737 0.11 0.17 0.20
H -5.6396 -1.9162 -1.1692 -0.19 -0.21 0.03
H -5.6851 -1.1178 -3.5010 -0.05 -0.14 -0.11
Cl -5.8355 -1.5454 -6.5822 0.64 0.81 -1.35
C 4.3543 9.2942 -1.9552 -0.12 0.13 0.35
O 5.0955 9.0931 -2.9202 0.33 -0.08 -0.60
O 3.3682 8.5760 -1.6384 -0.87 -1.14 -0.19
O 4.4709 10.2467 -1.1392 0.59 1.08 0.48
```
Positions in Å, forces in eV/Å.

Relative energy (zero: lowest compared OMol25 entry of this formula, charge and spin) in kcal/mol: 0.00
Total energy in a.u.: -9180.66234
HOMO energy in eV: -1.20
Net charge: -2
HOMO-LUMO gap in eV: 1.62

***

# 2
The following is a DFT calculation (ωB97M-V/def2-TZVPD) of the molecule C5H4N6 at a distorted geometry.

Structure (XYZ):
```
15
Properties=species:S:1:pos:R:3:forces:R:3
C -3.1345 0.0386 0.0414 -2.37 3.08 -0.86
C -2.4173 -1.0928 -0.2559 -3.67 -4.41 -0.53
N -1.1304 -1.2037 -0.2698 2.47 1.70 -0.15
C -0.4327 -0.0386 -0.0584 -2.08 -1.20 0.36
C 1.0077 -0.0436 -0.1104 1.02 -0.30 2.04
N 1.7439 0.9635 -0.5763 1.36 -0.41 -0.85
N 3.0082 0.6068 -0.3524 -0.73 1.74 -0.77
N 2.9515 -0.4947 0.3001 -4.82 2.49 -1.48
N 1.7640 -0.9260 0.5806 -1.41 -0.64 -1.12
C -1.1601 1.0899 0.2992 2.45 4.20 0.64
N -2.4536 1.1640 0.3019 -1.93 -0.92 0.20
H -4.3101 0.3176 -0.1079 2.95 -1.71 0.55
H -3.0333 -2.1326 -0.4871 1.60 2.76 0.60
H 3.7026 -0.8886 0.6176 5.45 -2.93 2.30
H -0.7221 2.2136 0.5925 -0.28 -3.46 -0.92
```
Positions in Å, forces in eV/Å.

Structure (SMILES): c1cnc(-c2nn[nH]n2)cn1
Relative energy (zero: lowest compared OMol25 entry of this formula, charge and spin) in kcal/mol: 32.58
Total energy in a.u.: -521.37130
HOMO energy in eV: -9.80
HOMO-LUMO gap in eV: 9.77

***

# 3
The following is a DFT calculation (ωB97M-V/def2-TZVPD) of an isolated ion of composition C3H6NO and charge -1 at a distorted geometry.

Structure (XYZ):
```
11
Properties=species:S:1:pos:R:3:forces:R:3
C -0.8336 0.8194 -0.1849 0.51 -4.44 -2.42
C 0.4967 0.2602 0.3515 -0.47 -1.97 -3.41
C 1.0944 -1.0769 -0.0424 0.14 0.78 1.52
N 1.9480 0.0783 -0.5370 -3.42 -0.06 -1.52
O 3.0434 0.4282 0.0517 0.67 -0.45 1.27
H -0.9083 0.4020 -1.2916 -0.12 0.89 1.95
H -0.6875 1.8247 -0.2767 -0.33 3.00 -0.08
H -1.7953 0.4987 0.3250 1.14 0.48 -0.23
H 0.6869 0.6098 1.2676 1.24 1.06 3.52
H 1.5139 -1.6683 0.8164 -0.29 0.32 -0.85
H 0.4793 -1.6562 -0.7720 0.92 0.40 0.25
```
Positions in Å, forces in eV/Å.

Structure (SMILES): C[C@H]1CN1[O-]
Relative energy (zero: lowest compared OMol25 entry of this formula, charge and spin) in kcal/mol: 28.05
Total energy in a.u.: -247.75967
HOMO energy in eV: -1.40
Net charge: -1
HOMO-LUMO gap in eV: 5.88

***

Q: Which value of HOMO energy does entry 3 give?
A: -1.40 eV